#i
{
  "formula": "C5H13N3O",
  "method": "ωB97M-V with the def2-TZVPD basis set",
  "multiplicity": 1,
  "orbital_gap_ev": 7.426,
  "lumo_energy_ha": 0.022,
  "symbols": ["C", "C", "C", "C", "C", "N", "N", "O", "N", "H", "H", "H", "H", "H", "H", "H", "H", "H", "H", "H", "H", "H"],
  "coordinates": [[1.39792, -0.46621, -0.01072], [0.32598, -1.27460, -0.70019], [1.88420, -0.97932, 1.31441], [-1.54554, 0.97208, -1.41679], [-1.27523, 0.32648, -0.05005], [0.32440, 1.06117, 0.50882], [-2.36909, 0.60299, 0.84175], [2.32687, 0.03155, -0.85411], [-0.90474, -0.99786, -0.00608], [2.95438, 0.58095, -0.36332], [0.11837, 0.99723, 1.50001], [0.38090, 1.97350, 0.06080], [-2.41043, -0.13052, 1.54171], [-3.25792, 0.61233, 0.35740], [0.56379, -2.33741, -0.58344], [0.33030, -1.02279, -1.77407], [1.03586, -1.36371, 1.87423], [2.59426, -1.79140, 1.13088], [2.38453, -0.19458, 1.88192], [-0.67763, 0.89083, -2.06907], [-2.39401, 0.48014, -1.89304], [-1.78717, 2.02914, -1.29104]]
}

***

#ii
{
  "formula": "C5H13N3O",
  "method": "ωB97M-V with the def2-TZVPD basis set",
  "multiplicity": 1,
  "orbital_gap_ev": [8.089, 8.094],
  "lumo_energy_ha": [-0.008, -0.008],
  "symbols": ["C", "C", "C", "C", "N", "C", "N", "O", "N", "H", "H", "H", "H", "H", "H", "H", "H", "H", "H", "H", "H", "H"],
  "coordinates": [[-1.41948, 0.86671, -0.65636], [-0.14002, -1.78493, -0.54387], [-0.64234, -1.27698, -1.73756], [1.97182, 0.01588, 1.10514], [0.97677, 0.53716, 0.16735], [-0.33689, -0.05047, 0.28684], [0.98803, 1.94933, 0.09295], [-2.70881, 0.44257, -0.39196], [-0.98062, -0.20567, 1.43120], [-2.62729, 0.07604, 0.52266], [1.78916, 2.23739, -0.45737], [1.03533, 2.36637, 1.02253], [-0.62933, -0.97281, 1.99445], [-1.23989, 0.99539, -1.72370], [-1.20234, 1.84752, -0.21122], [-0.78128, -2.44104, 0.02783], [0.90260, -2.07583, -0.51581], [-1.69023, -1.34542, -1.98674], [0.02608, -0.82881, -2.45742], [1.96175, -1.07295, 1.12648], [1.78986, 0.36829, 2.12932], [2.95712, 0.35224, 0.77526]]
}

***

Most stable: #i. Least stable: #ii.

***

#i
{
  "formula": "C5H13N3O",
  "method": "ωB97M-V with the def2-TZVPD basis set",
  "multiplicity": 1,
  "orbital_gap_ev": 8.327,
  "lumo_energy_ha": 0.031,
  "symbols": ["C", "C", "C", "N", "C", "N", "N", "C", "O", "H", "H", "H", "H", "H", "H", "H", "H", "H", "H", "H", "H", "H"],
  "coordinates": [[1.13364, -0.58363, -0.66869], [1.04191, 0.41136, -1.77501], [0.30880, -1.82804, -0.84651], [0.23161, 0.16463, 0.84695], [-0.99250, 0.89193, 0.70633], [0.15999, -0.71035, 1.97970], [-2.13398, 0.18419, 1.06507], [-0.97667, 2.15965, 0.26985], [1.38830, 0.94285, 0.83230], [2.14067, -0.79050, -0.32797], [1.04086, -1.21536, 1.98902], [0.18120, -0.10463, 2.80499], [-2.97052, 0.42058, 0.55835], [-1.99572, -0.79608, 1.24683], [1.77849, 1.20120, -1.65529], [1.19037, -0.10138, -2.73056], [0.04607, 0.86341, -1.79719], [0.77996, -2.42069, -1.63973], [0.29532, -2.44932, 0.04656], [-0.71321, -1.59184, -1.13794], [-0.03736, 2.63550, 0.05368], [-1.89720, 2.71650, 0.17925]]
}

***

#ii
{
  "formula": "C5H13N3O",
  "method": "ωB97M-V with the def2-TZVPD basis set",
  "smiles": "C=C(N)N(C)[C@@H](O)NC",
  "multiplicity": 1,
  "orbital_gap_ev": 9.414,
  "lumo_energy_ha": 0.038,
  "symbols": ["C", "C", "N", "N", "C", "C", "O", "N", "C", "H", "H", "H", "H", "H", "H", "H", "H", "H", "H", "H", "H", "H"],
  "coordinates": [[0.12817, -2.55771, 0.26325], [0.96471, -1.55321, 0.02488], [2.34236, -1.62608, 0.15735], [0.57091, -0.09358, -0.33443], [0.37752, 0.06714, -1.76683], [-0.52322, 0.31039, 0.45926], [-0.35623, 0.05858, 1.80644], [-0.57084, 1.86723, 0.12268], [-1.83268, 2.46425, 0.51631], [0.49364, -3.55113, 0.47062], [-0.93609, -2.41390, 0.28791], [2.73551, -2.55612, 0.16383], [2.85568, -0.98882, -0.43229], [1.23700, -0.35349, -2.28643], [0.29128, 1.13022, -1.97592], [-0.53085, -0.43486, -2.12399], [-1.50757, -0.09327, 0.17169], [0.57945, 0.16758, 2.02332], [0.18996, 2.28310, 0.65477], [-1.77189, 3.54712, 0.39530], [-2.12515, 2.23839, 1.55124], [-2.61166, 2.08819, -0.14894]]
}

***

Most stable: #ii. Least stable: #i.

***

#i
{
  "formula": "C5H13N3O",
  "method": "ωB97M-V with the def2-TZVPD basis set",
  "smiles": "C[C@@H](N)[C@@H](N)[C@@H](N)C=O",
  "multiplicity": 1,
  "orbital_gap_ev": 10.052,
  "lumo_energy_ha": 0.032,
  "symbols": ["C", "C", "N", "C", "N", "C", "N", "C", "O", "H", "H", "H", "H", "H", "H", "H", "H", "H", "H", "H", "H", "H"],
  "coordinates": [[-1.97753, 0.18483, 0.88661], [-0.88517, -0.70866, 0.29305], [-1.01095, -0.81070, -1.16344], [0.64053, -0.42177, 0.81329], [1.42914, -1.65323, 0.76720], [1.37802, 0.69356, 0.02289], [1.94655, 0.22161, -1.26473], [0.40303, 1.84388, -0.21649], [0.00651, 2.17827, -1.33222], [-1.81509, 0.34122, 1.95861], [-2.04495, 1.15842, 0.39518], [-2.95948, -0.28969, 0.77202], [-1.10798, -1.70979, 0.68672], [-0.88819, 0.11194, -1.59395], [-1.96897, -1.07128, -1.40358], [0.54999, -0.11989, 1.86195], [1.72523, -1.79209, -0.20494], [0.87338, -2.46525, 1.02238], [2.20304, 1.08915, 0.62654], [1.18921, -0.21888, -1.79549], [2.21102, 1.03752, -1.81899], [0.10265, 2.40082, 0.68739]]
}

***

#ii
{
  "formula": "C5H13N3O",
  "method": "ωB97M-V with the def2-TZVPD basis set",
  "multiplicity": 1,
  "orbital_gap_ev": 8.750,
  "lumo_energy_ha": 0.032,
  "symbols": ["C", "C", "O", "N", "H", "H", "H", "H", "H", "C", "C", "N", "N", "C", "H", "H", "H", "H", "H", "H", "H", "H"],
  "coordinates": [[1.92372, -0.65487, 1.67146], [1.01435, -0.29552, -0.58078], [1.74042, 0.85373, -0.58295], [1.20973, -1.15636, 0.50473], [1.26905, 1.44101, 0.07085], [1.06123, -0.80794, -1.54368], [2.16634, -1.50865, 2.30404], [1.34367, 0.05961, 2.26696], [2.85003, -0.18168, 1.34832], [-1.01724, 1.12927, -1.84532], [-0.76809, 0.37892, -0.55675], [-0.61073, 1.27186, 0.57307], [-1.62345, -1.34401, 0.83841], [-1.56295, -0.80752, -0.33781], [-1.28842, 2.02799, 0.53724], [-0.76156, 0.75329, 1.43553], [0.30588, -1.58443, 0.80837], [-2.12513, -2.22784, 0.85659], [-1.89603, -1.31729, -1.24998], [-1.92510, 1.73638, -1.78069], [-1.12491, 0.43686, -2.67845], [-0.18081, 1.79717, -2.05916]]
}

***

Most stable: #i. Least stable: #ii.